The following is a DFT calculation (ωB97M-V/def2-TZVPD) of a structure of composition C21H17Br4Cl2GeNO4V in a non-equilibrium geometry.

Computed properties:
Charge: -1
HOMO energy, eV: -4.63
ΔE to the lowest compared entry with this formula, charge and spin, kJ/mol: 0.0
Gap between HOMO and LUMO, eV: 6.84
Energy, eV: -419153.4480

Geometry (Å):
1 V -0.139 0.034 -0.094
2 Cl 4.782 -1.054 0.886
3 C 3.536 -0.472 1.935
4 C 3.857 -0.214 3.257
5 C 2.888 0.220 4.134
6 Cl 3.313 0.518 5.793
7 C 1.566 0.428 3.711
8 C 0.524 0.895 4.537
9 C -0.725 1.067 4.009
10 C -0.949 0.743 2.666
11 N 0.000 0.307 1.877
12 C 1.244 0.154 2.348
13 C 2.231 -0.332 1.405
14 O 1.919 -0.625 0.222
15 H 4.871 -0.370 3.595
16 H 0.728 1.116 5.574
17 H -1.536 1.454 4.606
18 H -1.932 0.851 2.229
19 Br 0.853 6.175 -2.857
20 C 0.636 4.307 -2.701
21 C 0.412 3.527 -3.830
22 Br 0.336 4.343 -5.534
23 C 0.232 2.157 -3.712
24 Br -0.154 1.072 -5.209
25 C 0.254 1.516 -2.466
26 O 0.071 0.279 -2.256
27 C 0.456 2.339 -1.307
28 O 0.367 1.702 -0.191
29 C 0.660 3.704 -1.446
30 Br 0.880 4.722 0.139
31 C -0.790 -2.726 -1.697
32 C -0.570 -1.688 -0.664
33 O -0.546 -1.822 0.533
34 H -0.959 -3.704 -1.240
35 H 0.096 -2.757 -2.334
36 H -1.635 -2.443 -2.324
37 C -4.797 -0.454 -1.555
38 Ge -3.639 -0.476 0.086
39 C -4.641 0.608 1.460
40 C -3.589 -2.344 0.780
41 C -1.939 0.387 -0.300
42 H -5.774 -0.884 -1.351
43 H -4.337 -1.008 -2.369
44 H -4.938 0.572 -1.886
45 H -5.713 0.529 1.308
46 H -4.368 1.657 1.392
47 H -4.414 0.262 2.464
48 H -4.594 -2.664 1.047
49 H -2.958 -2.415 1.662
50 H -3.203 -3.028 0.031
51 H -2.183 1.343 -0.788


The following is a DFT calculation (ωB97M-V/def2-TZVPD) of the molecule C21H17BrF5NO2 in a non-equilibrium geometry.

Computed properties:
Structure (SMILES): OCCCc1cc(F)c(OCc2c(C(F)(F)F)ccn2-c2ccc(Br)cc2)c(F)c1
Charge: 0
HOMO energy, eV: -8.91
ΔE to the lowest compared entry with this formula, charge and spin, kJ/mol: 21.4
Gap between HOMO and LUMO, eV: 9.50
Energy, eV: -111266.9278

Geometry (Å):
1 O 3.522 -5.272 3.309
2 C 2.115 -5.040 3.584
3 C 1.670 -3.806 2.772
4 C 1.983 -3.941 1.289
5 C 1.266 -2.819 0.581
6 C 1.759 -1.526 0.539
7 C 1.085 -0.492 -0.105
8 F 1.661 0.719 -0.139
9 C -0.151 -0.740 -0.715
10 O -0.856 0.235 -1.390
11 C -2.051 0.753 -0.761
12 C -1.803 2.080 -0.142
13 C -2.267 2.447 1.105
14 C -3.185 1.727 2.078
15 F -2.542 0.629 2.556
16 F -4.284 1.249 1.411
17 F -3.589 2.500 3.124
18 C -1.703 3.804 1.339
19 C -0.958 4.170 0.234
20 N -0.995 3.105 -0.670
21 C -0.489 3.160 -1.979
22 C -1.331 2.988 -3.084
23 C -0.768 2.985 -4.375
24 C 0.621 3.046 -4.565
25 Br 1.373 2.942 -6.309
26 C 1.437 3.045 -3.448
27 C 0.888 3.203 -2.183
28 C -0.639 -2.087 -0.733
29 F -1.782 -2.463 -1.353
30 C 0.097 -3.120 -0.124
31 H 3.987 -4.443 3.492
32 H 1.987 -4.857 4.634
33 H 1.512 -5.870 3.296
34 H 0.552 -3.699 2.932
35 H 2.186 -2.930 3.164
36 H 3.049 -3.914 1.096
37 H 1.611 -4.893 0.973
38 H 2.739 -1.355 1.005
39 H -2.817 0.818 -1.529
40 H -2.386 0.104 0.037
41 H -1.985 4.459 2.191
42 H -0.502 5.137 0.062
43 H -2.426 2.898 -2.950
44 H -1.370 2.927 -5.277
45 H 2.510 3.120 -3.577
46 H 1.573 3.163 -1.367
47 H -0.303 -4.148 -0.030


The following is a DFT calculation (ωB97M-V/def2-TZVPD) of a cluster of 2 separate species, C21H17Cl2 in total in a non-equilibrium geometry.

Computed properties:
Charge: +1
HOMO energy, eV: -11.80
Gap between HOMO and LUMO, eV: 6.23
Energy, eV: -47088.7137

Geometry (Å):
1 C 2.258 -3.714 0.224
2 C 1.060 -3.268 -0.307
3 C -0.117 -2.829 0.398
4 C -1.303 -2.690 -0.356
5 C -2.487 -2.223 0.214
6 C -2.511 -1.862 1.570
7 C -1.333 -1.955 2.340
8 C -0.143 -2.434 1.768
9 H 3.161 -3.494 -0.445
10 H 2.431 -3.757 1.293
11 H 0.932 -3.406 -1.385
12 H -1.268 -2.963 -1.409
13 H -3.384 -2.152 -0.392
14 H -3.435 -1.495 2.011
15 H -1.368 -1.657 3.383
16 H 0.773 -2.493 2.363
17 Cl 7.458 -6.039 3.430
18 C 6.249 -6.079 2.209
19 C 6.491 -5.483 0.962
20 C 5.441 -5.395 0.041
21 C 4.155 -5.931 0.298
22 C 3.062 -5.456 -0.510
23 C 1.912 -6.298 -0.815
24 C 1.410 -6.299 -2.134
25 C 0.152 -6.828 -2.438
26 C -0.615 -7.375 -1.406
27 Cl -2.180 -8.012 -1.752
28 C -0.129 -7.430 -0.077
29 C 1.095 -6.816 0.215
30 C 4.019 -6.712 1.492
31 C 5.018 -6.728 2.474
32 H 7.487 -5.073 0.752
33 H 5.668 -4.982 -0.944
34 H 3.382 -4.836 -1.368
35 H 2.038 -5.954 -2.964
36 H -0.244 -6.821 -3.461
37 H -0.707 -7.913 0.693
38 H 1.423 -6.767 1.252
39 H 3.172 -7.380 1.610
40 H 4.864 -7.231 3.421